The following is a DFT calculation (ωB97M-V/def2-TZVPD) of an isolated ion of composition C2H3N4O and charge -1.

Last columns: bonded neighbours and bond lengths (Å).
Geometry (Å):
1 C -1.66205 -0.21049 -0.00438  N2 1.435, H8 1.100, H9 1.100, H10 1.098
2 N -0.23263 -0.33179 -0.04408  C1 1.435, C3 1.294
3 C 0.44982 0.76713 -0.00902  N2 1.294, O4 1.229, N5 1.480
4 O 0.16713 1.96167 0.05066  C3 1.229
5 N 1.89765 0.46746 -0.06812  C3 1.480, N6 1.175
6 N 2.42349 -0.58111 0.00657  N5 1.175, N7 1.134
7 N 3.11158 -1.48141 0.05319  N6 1.134
8 H -2.05069 -0.60144 0.94787  C1 1.100
9 H -2.00882 0.82712 -0.12168  C1 1.100
10 H -2.09547 -0.81714 -0.81100  C1 1.098

- Charge: -1
- Energy above the lowest of the compared OMol25 structures with the same formula, charge and spin: 16.3 kcal per mole
- HOMO: -0.135 hartree
- E_LUMO: 4.48 eV
- Gap between HOMO and LUMO: 8.16 eV
- SMILES string: C[N-]C(=O)N=[N+]=[N-]
- Strongest force on any atom: 0.0556 hartree/bohr